Density functional theory data (ωB97M-V/def2-TZVPD) for a cluster of 12 separate species, C87H190N11O16 in total at a distorted geometry.

Last column: Löwdin charge in e.
Cartesian coordinates (Å):
O1 12.9106 16.6163 16.2025  -0.006
O2 11.7067 17.6171 22.1304  -0.098
O3 16.7524 14.7097 22.4841  -0.211
O4 14.6298 17.1771 17.2803  -0.010
O5 17.0135 14.4159 17.3696  0.045
O6 19.9007 17.1010 24.1875  -0.055
O7 13.0673 11.2691 16.7174  -0.168
O8 17.5439 18.0318 19.4073  -0.205
O9 11.3510 13.1845 13.5777  -0.212
O10 13.7047 15.2887 17.7727  -0.054
O11 13.9479 17.3944 13.8482  -0.065
O12 12.5719 18.9838 19.8374  -0.080
O13 21.6206 16.7277 21.8282  -0.052
O14 19.9667 21.7705 17.3878  -0.021
O15 15.9225 10.2828 20.0576  -0.075
O16 21.0682 12.7935 25.6914  -0.087
N1 20.4168 18.3905 24.4930  -0.067
N2 13.7281 16.3544 17.0846  -0.546
N3 11.7162 13.8369 16.2076  0.061
N4 20.5907 13.4072 26.9000  -0.042
N5 17.0639 10.7540 20.8009  -0.079
N6 12.6319 16.6157 22.5277  -0.066
N7 19.1205 22.2419 18.4540  -0.094
N8 11.7620 20.1732 19.5703  -0.041
N9 21.8955 15.5621 21.0583  -0.069
N10 16.0254 15.7443 19.5478  0.067
N11 14.2739 18.2626 12.7656  -0.065
C1 21.8724 13.5790 27.6598  -0.548
C2 17.2332 22.3316 16.9364  -0.026
C3 21.3078 18.3700 25.6028  -0.568
C4 17.8661 23.7826 20.3564  -0.157
C5 13.2280 17.0417 23.8290  -0.495
C6 20.5715 16.6070 19.3304  -0.033
C7 13.7067 21.4630 20.0949  -0.010
C8 14.2349 15.9065 24.2839  -0.110
C9 10.5303 19.7880 18.8338  -0.497
C10 23.0769 13.5602 20.7690  -0.140
C11 20.5261 20.8094 26.0649  -0.157
C12 21.0515 23.4782 19.5374  -0.001
C13 13.4730 14.5812 24.3662  -0.155
C14 9.8283 18.7579 19.6973  -0.026
C15 15.2899 19.2281 13.1972  -0.546
C16 12.3186 17.5769 24.9308  -0.033
C17 20.5988 13.1919 29.8177  -0.157
C18 19.4055 10.7230 22.5322  -0.140
C19 11.7841 22.4500 18.8462  -0.135
C20 17.9326 19.0853 18.5525  -0.088
C21 10.5465 22.2044 17.9535  -0.177
C22 10.8784 14.4379 13.9578  -0.204
C23 18.0517 23.0967 17.9550  -0.550
C24 22.5719 17.6408 25.2212  -0.040
C25 16.2067 18.1646 19.8473  -0.201
C26 19.9086 22.4197 19.6758  -0.498
C27 11.8056 11.5584 17.2876  -0.206
C28 15.7905 16.8635 20.4902  -0.100
C29 22.5807 14.3587 23.1089  -0.012
C30 18.6588 9.0075 19.8775  -0.021
C31 9.7926 21.1200 18.6586  -0.161
C32 18.3616 10.5623 20.0890  -0.490
C33 15.5489 11.1522 22.7389  -0.034
C34 14.0912 18.2332 23.4014  -0.053
C35 23.0331 16.9635 19.3477  -0.023
C36 22.0834 14.6861 18.7531  -0.111
C37 18.0859 18.9747 25.4898  -0.025
C38 21.7039 19.8051 25.8002  -0.124
C39 21.4949 14.1359 28.9960  -0.152
C40 17.8155 15.2543 23.1973  -0.095
C41 14.0772 11.3192 17.6559  -0.118
C42 19.1966 19.2902 24.5315  -0.511
C43 10.4730 15.4240 23.3604  -0.009
C44 21.8980 15.9299 19.6420  -0.521
C45 12.6811 14.1928 23.0577  -0.137
C46 10.4963 14.2735 15.4239  -0.082
C47 23.0390 14.7769 21.6471  -0.497
C48 17.6419 14.0521 15.1699  0.011
C49 19.4420 11.1779 21.0278  -0.119
C50 12.3114 13.0791 12.5724  -0.088
C51 18.2518 12.7626 26.6975  -0.046
C52 23.3412 13.9019 19.2806  -0.139
C53 18.1900 11.2257 18.7459  -0.036
C54 13.3643 19.4838 10.8780  -0.176
C55 18.6599 19.3820 23.0821  -0.032
C56 12.0663 19.5746 13.0394  -0.011
C57 17.0810 23.2990 19.1496  -0.140
C58 19.7596 10.9652 27.5213  -0.036
C59 22.7934 12.3740 27.6803  -0.018
C60 10.8039 19.2140 17.4255  -0.013
C61 16.4024 8.9078 22.3790  -0.014
C62 20.7243 17.7831 26.9236  -0.001
C63 13.3775 20.9557 17.6556  -0.005
C64 14.9573 20.2220 14.3004  -0.017
C65 11.4942 15.0867 21.0974  -0.043
C66 16.4886 18.3761 13.6771  -0.024
C67 19.2767 12.9710 29.0170  -0.095
C68 17.6282 14.9029 16.4565  -0.429
C69 24.3187 15.5419 21.8346  -0.021
C70 11.5215 13.0266 17.4518  -0.112
C71 12.2395 17.5138 11.6202  -0.041
C72 12.6408 21.2152 19.0480  -0.498
C73 11.8181 15.2682 22.5772  -0.500
C74 19.6061 20.7127 24.8550  -0.177
C75 16.0806 14.3467 20.2275  -0.053
C76 13.0115 18.7769 12.1007  -0.532
C77 19.5176 12.4869 27.5050  -0.454
C78 18.9400 22.7525 20.7595  -0.134
C79 16.8024 10.4043 22.2241  -0.461
C80 18.5525 24.4249 17.4808  -0.016
C81 17.1706 14.3076 21.2101  -0.244
C82 22.5467 14.7516 26.9163  -0.047
C83 17.9994 10.9269 23.0757  -0.141
C84 14.4181 20.5022 11.2647  -0.184
C85 20.6170 21.1477 20.1753  -0.037
C86 15.6536 19.9473 11.9395  -0.147
C87 18.3640 16.2398 16.4823  0.013
H1 24.2180 16.2872 22.6895  0.104
H2 18.6303 13.6228 15.0509  0.088
H3 13.3512 13.3059 12.9754  0.115
H4 20.4984 10.6294 28.2382  0.066
H5 15.4451 8.6498 21.9724  0.072
H6 18.1571 13.8259 26.7041  0.060
H7 19.9189 18.4291 27.0909  0.026
H8 15.0287 15.8478 23.4604  0.113
H9 19.5958 24.2815 17.1543  0.085
H10 17.2981 10.8221 18.2265  0.083
H11 15.6032 18.3103 18.9765  0.082
H12 11.7417 11.1287 18.3103  0.135
H13 21.7284 15.4912 26.7341  0.057
H14 12.1180 13.1957 15.5161  0.142
H15 23.9163 16.4986 18.9614  0.069
H16 10.7200 15.8289 20.8706  0.078
H17 22.1657 20.2041 24.7785  0.161
H18 19.2144 12.2526 20.9821  0.091
H19 18.4003 19.3136 26.4655  0.065
H20 22.4740 14.3219 29.5739  0.154
H21 12.1808 20.6635 12.8731  0.081
H22 11.4742 22.9033 19.8076  0.134
H23 14.6248 18.1580 22.4399  0.057
H24 23.2500 13.5608 23.5076  0.107
H25 17.1446 23.8526 21.2036  0.121
H26 10.7708 21.9051 16.9206  0.095
H27 17.1178 19.3296 17.8691  0.079
H28 14.2314 21.5727 17.6404  0.040
H29 18.7785 18.6912 17.9575  0.094
H30 13.4992 19.1886 23.3977  0.098
H31 10.0340 16.4021 23.1349  0.081
H32 16.2413 13.5302 19.5093  0.116
H33 19.5115 22.9921 21.6228  0.116
H34 20.4157 16.7543 18.2453  0.072
H35 14.1576 13.7257 24.5764  0.111
H36 22.3111 11.6270 28.2805  0.047
H37 14.7524 20.9019 10.2858  0.123
H38 13.6952 19.8873 17.5003  0.078
H39 12.8407 14.6984 25.2188  0.087
H40 11.0004 19.3339 12.8692  0.086
H41 21.6456 23.4952 20.4333  0.089
H42 14.8790 18.4615 24.1547  0.082
H43 9.9483 18.6515 16.9950  0.104
H44 16.3491 16.7454 21.4028  0.105
H45 13.7636 10.9853 18.6724  0.098
H46 21.5628 13.9422 23.1688  0.071
H47 14.4535 19.8112 15.1547  0.054
H48 20.6426 24.4306 19.4128  0.057
H49 15.2200 14.2153 20.8017  0.101
H50 11.8596 16.8629 12.4165  0.056
H51 13.9287 21.3131 11.7971  0.100
H52 22.6442 15.2394 23.7162  0.033
H53 17.6461 22.2466 15.9663  0.078
H54 18.6744 14.6010 23.0138  0.089
H55 17.5938 15.1090 24.2552  0.097
H56 21.3775 17.8683 27.7819  0.096
H57 12.0687 13.7128 11.6991  0.097
H58 17.3457 14.6543 14.2948  0.090
H59 11.5050 18.1688 24.4340  0.097
H60 17.8848 24.8243 16.7223  0.090
H61 22.2157 15.0265 17.7130  0.124
H62 18.6246 25.2202 18.2641  0.088
H63 17.7731 8.4344 19.6654  0.051
H64 11.9251 17.7972 21.1660  0.076
H65 19.0614 8.4405 20.7774  0.089
H66 16.9041 15.9390 18.9243  0.167
H67 13.8407 17.9914 14.6330  0.062
H68 12.2894 19.3389 14.1095  0.076
H69 19.4403 16.2042 16.1980  0.107
H70 17.7846 20.0832 23.0161  0.098
H71 14.6867 10.8672 22.2211  0.053
H72 20.2629 16.7782 26.8601  0.084
H73 14.4666 12.3276 17.6795  0.080
H74 12.2281 12.0631 12.1889  0.092
H75 18.0490 16.3039 22.9262  0.077
H76 12.4463 19.9498 10.4245  0.145
H77 15.5673 12.2993 22.6159  0.096
H78 14.4593 22.0887 19.6854  0.048
H79 17.2856 19.1411 13.7972  0.102
H80 17.2477 8.2813 21.9525  0.092
H81 16.5740 22.3159 19.4026  0.115
H82 12.4243 15.2577 20.5205  0.080
H83 12.7749 16.9535 10.8955  0.061
H84 13.4860 13.9787 22.3835  0.091
H85 19.0440 10.9676 18.0800  0.095
H86 19.7170 9.6403 22.5917  0.119
H87 8.7976 20.8669 18.2624  0.127
H88 15.9530 9.3123 19.8841  0.099
H89 23.8040 12.8718 21.1671  0.122
H90 16.2534 22.7186 16.8204  0.067
H91 21.5317 20.9287 19.6208  0.086
H92 9.8670 14.5383 22.9978  0.104
H93 14.7129 16.7953 20.7847  0.135
H94 20.3869 13.7483 30.7205  0.102
H95 16.3270 20.8321 12.0747  0.145
H96 20.8737 15.0296 28.7868  0.123
H97 11.2095 19.9548 16.7357  0.055
H98 17.8761 11.9736 23.3627  0.098
H99 22.7343 17.9348 24.1426  0.096
H100 11.5311 18.3975 17.5732  0.061
H101 22.7217 17.5204 18.4362  0.098
H102 11.2335 14.0771 20.9089  0.066
H103 22.8543 11.9559 26.6167  0.109
H104 18.2285 24.8206 20.2177  0.108
H105 17.9512 14.9696 20.8681  0.119
H106 17.1281 21.4404 17.5623  0.067
H107 12.8209 18.3207 25.5368  0.079
H108 9.8888 18.8974 20.8314  0.115
H109 12.8474 18.6856 18.9156  0.093
H110 17.1421 19.4829 25.1064  0.112
H111 22.4996 19.8813 26.5658  0.123
H112 20.6686 13.3897 25.0175  0.091
H113 25.1608 14.8491 21.9675  0.104
H114 22.4778 16.5654 25.2837  0.023
H115 18.7070 21.3610 24.9395  0.134
H116 18.8630 10.3478 27.6978  0.095
H117 12.1838 13.4763 18.2317  0.123
H118 18.1341 20.0571 19.0778  0.082
H119 18.3935 18.3618 22.6486  0.074
H120 20.3988 11.0358 20.4976  0.121
H121 22.3218 17.3564 21.6139  0.076
H122 12.1338 13.3000 23.3002  0.122
H123 16.9074 13.3361 15.4120  0.056
H124 18.8112 13.8790 28.9785  0.073
H125 9.9299 23.1324 17.8973  0.130
H126 8.7226 18.8331 19.4877  0.108
H127 11.0133 11.0876 16.6611  0.144
H128 20.6343 22.4641 17.1762  0.092
H129 23.4694 13.0112 18.6466  0.105
H130 24.4954 16.1641 20.9553  0.056
H131 17.9769 10.5144 24.0498  0.099
H132 22.9762 17.7531 20.0782  0.075
H133 10.0417 14.6542 13.3157  0.135
H134 12.7390 21.2951 16.7707  0.090
H135 14.4345 21.1113 13.8558  0.101
H136 12.3440 23.2218 18.3289  0.119
H137 18.0077 17.9367 25.5598  0.060
H138 17.7945 16.8839 15.8535  0.064
H139 19.7569 15.9845 19.7601  0.090
H140 23.4352 17.8651 25.9117  0.116
H141 18.4376 12.5082 25.6271  0.069
H142 12.4642 14.5998 16.3032  0.145
H143 20.8239 21.8510 26.1424  0.109
H144 10.4857 13.1236 17.7428  0.129
H145 18.3431 21.8633 20.9342  0.110
H146 20.1252 21.1526 23.9843  0.109
H147 17.6162 13.3450 21.2713  0.085
H148 20.0113 20.6349 26.9779  0.088
H149 23.3086 15.2546 27.5262  0.099
H150 19.5639 19.6020 22.4405  0.081
H151 13.2547 21.8301 20.9698  0.080
H152 14.8420 10.6268 17.3058  0.092
H153 20.1938 10.6981 26.5976  0.055
H154 11.6329 15.2530 13.9465  0.122
H155 16.1577 17.9265 14.5796  0.042
H156 20.0125 20.2641 20.1796  0.048
H157 16.0801 19.0364 20.5235  0.135
H158 16.2786 23.8809 18.6740  0.128
H159 10.6633 15.2594 24.4293  0.070
H160 15.4267 11.0084 23.7971  0.083
H161 19.3483 8.9333 19.0097  0.086
H162 10.0475 15.1739 15.8911  0.144
H163 11.3901 17.9648 11.0179  0.105
H164 16.7663 17.5800 12.9502  0.103
H165 17.3017 12.3174 27.0983  0.108
H166 16.3441 8.8535 23.4396  0.073
H167 14.7090 16.0865 25.2352  0.115
H168 13.7977 18.6633 10.1445  0.164
H169 22.1011 13.1636 20.8572  0.092
H170 11.8378 16.8091 25.5631  0.077
H171 10.2302 17.7985 19.5758  0.039
H172 20.5671 17.5918 19.8113  0.081
H173 23.0294 14.4903 26.0036  0.056
H174 15.3319 15.7189 18.7502  0.109
H175 15.8445 20.6564 14.7359  0.071
H176 16.2444 19.2819 11.3857  0.104
H177 18.4602 16.5834 17.5054  0.028
H178 21.1174 12.3030 30.1380  0.098
H179 20.9743 21.2370 21.1967  0.079
H180 14.2189 20.4964 20.2829  0.080
H181 21.1960 14.0673 18.8345  0.109
H182 21.7033 23.2783 18.7494  0.057
H183 18.6067 12.2609 29.4660  0.111
H184 18.0931 12.3274 18.7941  0.072
H185 20.1153 11.3388 23.1642  0.117
H186 24.3346 14.4557 19.1450  0.125
H187 9.7248 13.4808 15.5187  0.142
H188 20.4349 16.8599 23.3805  0.088
H189 9.5494 21.5886 19.6050  0.122
H190 23.8044 12.5871 28.0980  0.104

Force components x, y, z for each atom (eV/Å):
O -1.111 -1.203 0.030
O 0.297 0.230 -1.358
O -1.108 0.063 -0.372
O 0.601 0.104 0.621
O -0.165 0.586 1.251
O 1.154 -0.671 -0.761
O -2.120 -0.137 -0.557
O 0.023 -0.270 0.483
O 0.048 -0.869 0.782
O -0.428 0.198 -0.610
O -0.133 1.149 0.349
O -0.224 0.150 -2.126
O 0.109 -0.393 0.012
O -0.004 0.603 0.206
O 0.372 0.030 -0.400
O -1.468 0.837 -1.439
N -2.256 0.687 -1.132
N 0.920 0.801 -0.047
N 0.711 -0.092 -1.401
N 0.179 -1.996 0.881
N -1.216 0.450 0.098
N -0.903 -1.958 1.155
N 1.163 -1.989 -0.583
N 0.607 -1.106 0.298
N -0.330 -0.489 0.826
N 1.305 -1.089 -1.874
N -0.878 0.193 -0.264
C 0.325 1.385 -0.989
C 0.489 -0.674 1.625
C 0.578 -0.706 1.812
C -1.057 1.009 1.265
C 2.025 0.399 -0.436
C -0.480 -0.096 0.290
C 0.452 -1.891 -0.963
C -0.626 -0.297 -2.644
C 0.934 1.025 -0.115
C 1.339 0.529 -1.111
C 0.636 -0.426 -1.141
C -1.522 -0.960 1.304
C 0.607 -0.643 -0.694
C -2.224 1.766 1.779
C 0.900 -0.977 0.226
C -1.705 -0.040 -0.623
C -0.572 0.740 -0.792
C 0.594 -0.348 -1.145
C -0.572 1.070 -0.709
C 0.137 0.509 -0.207
C -0.045 0.207 0.119
C 0.714 0.583 0.886
C -0.455 0.449 1.456
C 1.033 -0.062 -0.909
C -0.079 0.293 0.143
C 1.174 0.364 -0.218
C -0.409 -0.776 -0.375
C -1.063 0.117 0.209
C 0.366 -0.890 -1.086
C 1.001 0.459 0.481
C -1.924 -0.519 0.617
C -0.823 -2.390 1.997
C 1.292 2.733 -0.342
C 0.643 2.060 0.757
C -2.362 0.150 -2.363
C 1.651 0.440 0.900
C -0.533 0.913 -0.380
C 0.774 3.004 -1.038
C 0.583 -0.592 1.456
C 0.688 -0.430 0.731
C 1.149 -0.420 0.852
C 0.421 0.904 -1.393
C 0.908 -1.614 -0.518
C 0.876 0.701 -0.774
C 1.940 0.346 2.682
C -1.285 0.272 0.896
C -2.033 0.220 1.438
C 0.232 2.020 0.458
C -0.320 0.450 -0.474
C 1.015 0.406 -0.730
C 0.019 -0.205 -0.505
C 0.129 0.201 -0.534
C 0.528 0.077 -1.196
C 1.146 -0.433 -1.788
C 0.700 -1.708 -1.012
C 0.220 0.277 0.487
C 0.266 -1.284 -0.682
C 0.362 0.244 0.464
C 0.042 -0.582 -1.185
C 0.208 -1.281 0.539
C 2.867 0.506 -0.297
C -0.255 -0.246 -0.913
C -1.994 -1.090 -0.383
C -0.570 1.354 -0.720
C 0.770 0.913 0.260
C 0.118 1.111 -1.229
C 2.602 -2.131 -1.155
C 1.070 -0.560 -1.871
C 0.305 1.375 0.049
C 0.595 1.203 0.895
C -1.648 1.459 0.066
C 0.365 0.080 -1.346
C -0.781 3.056 -0.951
C 0.439 1.114 -0.379
C 0.969 0.851 -1.502
C -1.325 -3.018 2.008
C -0.168 0.150 1.775
C -1.672 0.676 -0.969
C -0.311 0.583 -0.452
C 0.799 1.307 0.280
C 0.960 0.796 0.276
C -0.838 0.873 0.848
C 0.049 -0.155 -0.401
C 0.317 0.395 -3.006
C 0.757 -0.286 -0.726
C -0.134 2.219 0.581
C 0.835 -1.308 1.012
H 0.343 -1.155 -0.814
H 0.121 -0.106 -0.237
H -1.128 -0.243 -0.668
H 0.080 0.192 0.497
H -0.350 0.040 -0.406
H -0.446 0.932 -0.004
H -1.289 0.800 0.912
H -0.953 0.055 1.231
H -0.523 0.389 -0.581
H 0.418 0.281 0.428
H -0.617 0.413 -0.591
H -0.112 0.052 -0.526
H 0.941 -0.667 -0.015
H 0.430 -0.294 -0.012
H 1.040 0.061 0.940
H 0.100 -0.514 -0.533
H -0.633 -0.985 2.000
H 0.390 -0.047 0.193
H -0.611 0.363 0.358
H -1.581 0.253 -0.785
H -0.035 -0.489 0.310
H 0.000 -0.438 -0.331
H -0.510 -0.293 0.317
H -0.229 0.676 -0.240
H 0.501 0.082 -0.352
H 0.255 0.347 0.247
H -0.138 -0.222 -0.321
H 1.192 0.607 -0.032
H -0.196 0.736 0.462
H 0.296 -0.898 -0.359
H -0.109 -0.477 0.169
H -0.426 0.685 -0.150
H 0.113 0.438 0.976
H 0.289 -0.201 0.545
H -0.331 0.622 0.012
H 0.143 -0.662 0.409
H -0.049 0.412 0.568
H -0.241 0.951 0.086
H -0.832 -0.318 0.607
H 0.549 0.018 -0.032
H 0.249 -0.069 0.504
H -0.359 -0.426 -0.206
H 0.156 0.785 0.256
H 0.383 -0.514 0.198
H 0.136 0.285 -0.608
H 0.193 0.249 -0.415
H -0.713 -0.228 0.345
H -0.613 1.699 -0.271
H -1.980 -0.145 0.378
H 0.067 0.320 -0.187
H 0.285 0.137 0.256
H -0.067 0.233 0.506
H 0.767 -0.597 -0.799
H 0.523 0.339 0.022
H -0.059 0.602 0.046
H 0.428 -0.171 -0.001
H 0.252 0.121 0.464
H 0.306 -0.294 0.218
H 0.502 -0.622 0.389
H 0.325 0.088 -0.401
H -0.100 -0.183 0.310
H -0.164 -0.778 -0.403
H -0.565 -0.018 -0.558
H -0.085 0.070 1.587
H -0.022 1.145 -1.020
H -1.360 -0.677 1.867
H -0.194 -0.925 -0.542
H -0.264 0.274 -0.784
H -0.884 -0.371 -0.597
H 1.049 -0.518 -0.182
H -1.359 -0.775 -0.692
H 0.603 0.432 -0.252
H 0.477 0.335 0.451
H 0.390 -0.092 0.243
H -0.166 -0.580 0.222
H 0.961 -0.388 0.293
H 0.493 -1.566 0.059
H 0.504 1.038 -0.078
H -0.028 -0.946 0.267
H -1.250 0.308 0.791
H 0.757 0.820 -0.238
H -0.463 0.212 0.086
H 0.914 -0.654 -0.373
H 0.220 -0.313 -0.941
H -0.330 0.351 0.464
H -0.241 1.059 0.080
H 0.254 0.198 -0.448
H 0.477 0.661 0.471
H 0.281 -0.419 0.062
H -0.977 0.829 -0.006
H -0.142 -0.025 -0.360
H 0.146 1.212 0.473
H 0.723 0.418 -0.255
H -0.370 -0.059 0.438
H -0.383 -0.681 0.530
H 0.742 0.017 0.410
H -0.257 -0.377 0.015
H -0.300 0.333 -0.780
H 0.541 -0.328 1.113
H 0.098 0.267 -0.420
H -0.154 -0.206 0.310
H -0.862 -1.005 -0.262
H 0.279 0.602 1.600
H 0.086 -0.610 0.026
H 0.654 0.446 -0.198
H -0.186 -0.729 -1.300
H 0.397 -0.197 0.304
H 0.197 0.490 -1.545
H -0.195 0.194 1.483
H 1.076 -0.780 0.851
H -0.445 -0.030 -0.309
H 0.546 -0.672 0.481
H -0.162 0.377 0.230
H -0.265 -0.069 -0.274
H 0.301 -0.545 0.232
H 0.096 0.627 -0.142
H -0.626 -0.249 -0.643
H 0.273 -1.025 -0.249
H -0.242 1.163 0.824
H -0.083 -0.032 0.543
H 0.088 0.242 0.314
H -0.381 -0.531 -0.248
H -0.677 -1.210 -0.295
H -1.424 2.547 -0.105
H 0.439 -0.660 0.041
H 1.035 -0.612 -0.053
H 0.643 0.202 0.252
H -0.619 -0.368 0.252
H -0.096 0.003 0.449
H 0.446 -0.263 0.115
H -0.296 -1.059 1.086
H 1.155 0.159 0.404
H -0.536 0.679 0.046
H 0.861 -0.688 1.174
H -0.047 -0.925 0.727
H 0.629 0.139 0.126
H -0.799 -1.835 0.035
H -0.176 0.886 -0.444
H 0.278 0.488 -0.327
H -0.827 0.189 -0.880
H -0.412 -0.246 0.712
H -1.397 -0.565 0.361
H 0.633 0.030 -0.004
H -0.236 0.236 0.301
H 0.137 -0.475 0.400
H 0.152 -0.240 0.246
H 0.163 -1.114 -0.005
H -0.494 -0.531 0.893
H -0.149 -0.204 0.122
H -1.187 0.546 0.508
H -0.309 0.530 1.286
H 0.234 0.161 0.156
H 0.243 -0.515 -1.373
H -0.107 -0.413 -0.512
H 0.323 -0.457 1.092
H -0.602 -0.461 -0.252
H 0.062 -0.524 -0.095
H 0.154 0.596 0.974
H -0.298 0.313 -0.212
H -0.067 -0.363 0.524
H -0.288 -0.327 0.669
H 0.561 -0.336 -0.391
H 0.486 -0.772 0.844
H -0.186 0.670 0.381
H 1.074 0.117 -0.405
H -0.007 -0.960 0.960
H 0.115 0.519 0.284
H -0.722 1.888 1.142
H -1.046 -0.924 -0.007
H 0.341 0.341 -0.216
H 0.259 -1.550 -0.691
H -0.374 -0.181 -0.130
H 0.155 -0.424 -0.819
H -0.050 0.046 1.127
H 0.664 -0.074 -0.072
H 0.367 -1.025 -1.494
H -0.693 0.316 0.179
H 0.094 -0.546 -0.173
H -0.185 0.542 0.303
H -0.354 0.581 0.233
H -0.139 -0.274 -0.064
H 1.078 -0.496 -1.456
H -0.249 -0.381 0.338
H 0.068 -0.518 0.135
H -0.565 -0.769 -0.837
H -1.479 -0.441 0.268
H 0.649 0.201 0.019
H -0.652 0.142 0.876
H -0.018 -0.431 0.741
H -0.771 0.018 -0.391

* orbital gap: 8.716 eV
* strongest force on any atom: 3.86 eV/A
* net charge: +1